No. 1
Entry from the Open Molecules 2025 dataset: C27H30BrCoN6O4 as an isolated structure (ωB97M-V/def2-TZVPD).

XYZ file:
```
69
Properties=species:S:1:pos:R:3
Co 0.0833 -0.6355 0.2266
Br -6.8538 0.4833 2.3750
C -5.0198 0.0181 2.1933
C -4.1357 0.2880 3.2450
C -2.8030 -0.0084 3.1091
C -2.2729 -0.5680 1.9171
O -0.9992 -0.7633 1.8212
C -3.2075 -0.8848 0.8765
C -2.7961 -1.4719 -0.3594
N -1.5700 -1.7144 -0.6674
C -1.1910 -2.3192 -1.8653
C -2.0160 -2.8069 -2.8578
C -1.4809 -3.4277 -3.9971
C -0.1316 -3.5944 -4.1480
C 0.7494 -3.1248 -3.1507
C 2.1510 -3.2859 -3.2074
C 2.9270 -2.8082 -2.1886
C 2.3144 -2.1444 -1.1150
N 1.0151 -1.9690 -1.0350
C 0.2173 -2.4628 -2.0205
C -4.5707 -0.5755 1.0464
H -4.5110 0.7168 4.1645
H -2.1119 0.1720 3.9233
H -3.5967 -1.6964 -1.0684
H -3.0906 -2.7301 -2.7638
H -2.1572 -3.7925 -4.7590
H 0.2731 -4.0970 -5.0172
H 2.5884 -3.8015 -4.0535
H 4.0011 -2.9282 -2.1993
H 2.8999 -1.7353 -0.3014
H -5.2685 -0.8081 0.2503
C 2.1165 0.3038 5.1088
N 2.1699 -0.4852 3.8869
C 2.5929 -1.8826 3.9569
C 1.6954 -0.0550 2.7137
O 1.7075 -0.7684 1.7116
C 1.1234 1.3604 2.6807
O 0.5623 1.6644 1.4261
C 1.2462 2.5693 0.5914
C 1.7611 1.8838 -0.6779
O 1.7628 0.6582 -0.7713
N 2.1974 2.6866 -1.6605
C 2.1573 4.1390 -1.6105
C 2.6151 2.1103 -2.9312
H 2.8219 -0.1068 5.8247
H 1.1203 0.2872 5.5592
H 2.3997 1.3397 4.9295
H 2.8983 -2.1162 4.9718
H 3.4264 -2.0617 3.2786
H 1.7732 -2.5399 3.6657
H 1.9055 2.0764 2.9472
H 0.3229 1.4267 3.4209
H 2.0883 3.0362 1.1107
H 0.5355 3.3487 0.3090
H 2.2227 4.5129 -0.5928
H 1.2434 4.5244 -2.0715
H 3.0081 4.5325 -2.1639
H 2.6768 1.0321 -2.8285
H 3.5902 2.5062 -3.2144
H 1.8945 2.3594 -3.7142
N -1.9305 1.8082 -0.3807
C -2.6449 2.4085 -1.3494
C -2.1135 1.9901 -2.5491
C -1.0661 1.1272 -2.1930
N -0.9731 1.0163 -0.8738
H -2.0618 1.8679 0.6171
H -3.4635 3.0732 -1.1296
H -2.4280 2.2629 -3.5413
H -0.3902 0.5788 -2.8305
```

Calculated values
Expectation value of S² = 3.758
Total charge = +1
LUMO (spin up / spin down) = -2.87 / -2.94 eV
HOMO-LUMO gap (spin up / spin down) = 6.9 / 6.9 eV
Spin multiplicity = 4



No. 2
Entry from the Open Molecules 2025 dataset: a 11-piece molecular cluster, C42H98N8O17 overall at a distorted geometry (ωB97M-V/def2-TZVPD).

XYZ file:
```
165
Properties=species:S:1:pos:R:3
C 5.2284 2.6743 -6.9775
O 4.4532 3.3575 -6.0266
C 3.2048 2.7533 -5.7611
C 2.4449 3.5834 -4.7505
O 3.2226 3.5561 -3.5630
C 2.7987 4.4162 -2.5396
C 1.4979 3.9342 -1.8985
O 1.4916 4.1812 -0.5261
C 0.5596 3.4171 0.2063
H 4.6919 2.6749 -7.9380
H 5.4876 1.6352 -6.7628
H 6.1100 3.2870 -7.1507
H 3.3765 1.8082 -5.2354
H 2.6746 2.6853 -6.7131
H 1.4722 3.1298 -4.5256
H 2.2816 4.6265 -5.0487
H 2.7303 5.4307 -2.9466
H 3.5157 4.4271 -1.7157
H 1.3438 2.8561 -2.0756
H 0.6481 4.4139 -2.4158
H -0.4231 3.2606 -0.2411
H 0.4282 3.9392 1.1552
H 1.0042 2.4446 0.4483
C -2.5481 6.4750 3.7108
O -3.0439 5.2080 3.3110
C -2.0813 4.2141 2.9577
C -2.7644 3.2651 2.0018
O -3.5575 2.3972 2.8046
C -4.4049 1.5671 2.0492
C -4.8548 0.3720 2.8998
O -5.7747 0.9315 3.8154
C -5.9373 0.1635 4.9902
H -2.3902 7.0545 2.8003
H -1.5737 6.3573 4.2031
H -3.1585 6.9145 4.4950
H -1.8029 3.6431 3.8454
H -1.2111 4.7039 2.5184
H -2.0316 2.6941 1.4177
H -3.4856 3.7738 1.3509
H -3.9876 1.1812 1.1084
H -5.2578 2.1925 1.7650
H -3.9670 -0.0607 3.3745
H -5.2922 -0.4347 2.3002
H -6.5945 -0.6775 4.7326
H -6.4072 0.6853 5.8222
H -4.9968 -0.2366 5.3835
C 1.7614 -0.1158 -3.7767
O 1.7761 -0.9318 -2.6390
C 1.0117 -2.1172 -2.8272
C 0.7579 -2.6189 -1.4062
O -0.3440 -1.9858 -0.7762
C -0.1517 -0.5985 -0.5027
C -1.1712 -0.1709 0.5165
O -1.1074 -1.0429 1.6261
C -1.9672 -0.6243 2.6687
H 2.3856 -0.4847 -4.5993
H 2.1357 0.8957 -3.6052
H 0.7545 0.0138 -4.1885
H 1.5678 -2.8400 -3.4343
H 0.0973 -1.8982 -3.3905
H 1.6889 -2.5576 -0.8354
H 0.4849 -3.6763 -1.3875
H -0.3780 0.0095 -1.3852
H 0.8726 -0.3931 -0.1899
H -2.1570 -0.0221 0.0542
H -0.9644 0.8500 0.8713
H -1.7198 0.3738 3.0515
H -1.8012 -1.3553 3.4559
H -2.9993 -0.5285 2.3114
C -1.6765 -1.1973 -8.2447
N -0.4298 -0.8284 -7.6196
C 0.4218 -1.9693 -7.2973
C -0.1064 0.4483 -7.3226
O 0.9221 0.7901 -6.7631
H -2.2800 -1.8954 -7.6594
H -1.3816 -1.7768 -9.1332
H -2.3025 -0.4091 -8.6563
H 1.2794 -1.7498 -6.6697
H -0.1863 -2.7556 -6.8544
H 0.8334 -2.3386 -8.2414
H -0.9073 1.1927 -7.4882
C 2.7907 0.0274 3.0319
N 2.3990 1.4182 3.0441
C 3.1984 2.3312 2.2507
C 1.3103 1.8436 3.7099
O 0.9664 3.0107 3.8302
H 3.8350 -0.0598 3.3462
H 2.6184 -0.3818 2.0340
H 2.2409 -0.5504 3.7757
H 3.1192 2.2571 1.1647
H 2.9088 3.3466 2.5141
H 4.2437 2.1855 2.5311
H 0.7747 0.9938 4.1659
C 5.0988 -1.0382 -2.7875
N 6.0408 0.0740 -2.6928
C 5.4630 1.4009 -2.6960
C 7.3630 -0.1596 -2.5348
O 8.2249 0.6976 -2.6006
H 5.5892 -2.0044 -2.7252
H 4.5790 -0.9489 -3.7457
H 4.3324 -0.8898 -2.0247
H 4.7036 1.5677 -1.9285
H 6.2017 2.1562 -2.4325
H 5.0703 1.6291 -3.6837
H 7.5931 -1.2287 -2.4055
C -2.2871 1.4129 5.8568
N -2.6526 2.5361 6.6905
C -2.0371 2.5242 8.0116
C -3.4019 3.5839 6.3023
O -3.6269 4.5418 7.0254
H -2.5179 0.4915 6.4014
H -1.1963 1.4742 5.7629
H -2.7819 1.3816 4.8886
H -2.6349 3.1060 8.7057
H -1.9932 1.4998 8.3867
H -1.0059 2.8762 7.9599
H -3.7677 3.5447 5.2673
C -0.2602 -3.9848 7.8730
N -0.7780 -2.8862 7.0758
C -2.0873 -2.3466 7.3661
C 0.0145 -2.2962 6.1602
O -0.3224 -1.3290 5.5015
H -1.0033 -4.7867 7.8163
H -0.1750 -3.7601 8.9387
H 0.6883 -4.3152 7.4614
H -2.0114 -1.5652 8.1278
H -2.5336 -1.8705 6.4975
H -2.7670 -3.1032 7.7544
H 0.9867 -2.7807 6.0208
C 2.8483 -5.6085 -1.8463
N 1.9166 -6.3366 -2.6788
C 1.4913 -7.6345 -2.1851
C 1.6364 -5.9364 -3.9357
O 2.0921 -4.9239 -4.4385
H 2.8970 -4.5575 -2.1116
H 3.8315 -6.0802 -1.7984
H 2.4681 -5.6261 -0.8202
H 1.2731 -7.4905 -1.1254
H 0.6347 -8.0968 -2.6694
H 2.2994 -8.3719 -2.2432
H 1.0552 -6.6491 -4.5378
C -3.2539 0.9294 -4.6920
N -2.3934 1.5122 -3.7026
C -1.2999 2.3523 -4.2147
C -2.4775 1.3049 -2.3850
O -1.7057 1.7727 -1.5631
H -3.6407 1.6338 -5.4352
H -4.1998 0.5121 -4.3414
H -2.7143 0.1553 -5.2436
H -0.8855 1.7982 -5.0628
H -1.6536 3.3221 -4.5560
H -0.4844 2.4228 -3.5042
H -3.3060 0.6322 -2.1120
C -3.0438 -4.0555 2.4748
N -1.9718 -4.9561 2.1064
C -1.9917 -6.2213 2.8137
C -0.8900 -4.4579 1.4546
O 0.1236 -5.0888 1.2268
H -4.0038 -4.5229 2.6895
H -3.3113 -3.3174 1.7136
H -2.7219 -3.4698 3.3432
H -2.9155 -6.7789 2.6741
H -1.1728 -6.8219 2.4157
H -1.7998 -6.1036 3.8835
H -1.0827 -3.4367 1.0958
```

Calculated values
Energy relative to the best compared isomer or geometry (same formula, charge and spin) = 0.0 kcal per mole
LUMO = 0.20 eV
SMILES = COCCOCCOC.COCCOCCOC.COCCOCCOC.CN(C)C=O.CN(C)C=O.CN(C)C=O.CN(C)C=O.CN(C)C=O.CN(C)C=O.CN(C)C=O.CN(C)C=O
HOMO-LUMO gap = 8.8 eV



No. 3
Entry from the Open Molecules 2025 dataset: C2H3BrFNO2 as an isolated structure at a distorted geometry (ωB97M-V/def2-TZVPD).

XYZ file:
```
10
Properties=species:S:1:pos:R:3
C -0.7181 0.9682 0.5830
C -0.1516 -0.4017 -0.6352
N 1.0328 -1.0554 0.0037
O 0.6998 -2.0749 0.5515
O 2.1431 -0.5807 -0.0530
F -1.1143 -1.2745 -0.7735
Br 0.3755 0.4736 -2.2124
H -1.2856 1.7810 0.1374
H -1.0580 0.5519 1.5572
H 0.0763 1.6127 0.8414
```

Calculated values
Energy relative to the best compared isomer or geometry (same formula, charge and spin) = 32.8 kcal per mole
LUMO = -0.39 eV
HOMO-LUMO gap = 10.5 eV